The following is a quantum chemistry calculation of a structure of composition C27H32BF2MnPS3 at a distorted geometry, from OMol25.

Calculated values
E_HOMO (alpha / beta)	-4.604 / -7.030	eV
HOMO-LUMO gap (alpha / beta)	4.7 / 7.1	eV
relative energy (zero: lowest compared OMol25 entry of this formula, charge and spin)	0.0	kcal per mole
<S²>	8.779

```
! RIJCOSX wB97M-V def2-TZVPD def2/J DEFGRID3
* xyz 0 6
Mn 0.310 -0.182 1.661
C -0.970 1.271 -4.029
C -0.152 0.138 -3.502
C 0.683 -0.584 -4.395
C 1.305 -1.760 -4.065
C 1.098 -2.332 -2.810
C 0.301 -1.638 -1.931
C -0.134 -0.346 -2.169
P -0.463 0.554 -0.574
C -0.645 2.304 -1.061
C -1.845 2.908 -0.717
C -2.071 4.239 -1.163
C -1.122 4.980 -1.792
C 0.169 4.380 -1.970
C 0.393 3.040 -1.740
C 1.756 2.513 -2.107
C -2.193 0.069 -0.139
C -3.154 -0.254 -1.117
C -4.428 -0.647 -0.765
C -4.800 -0.787 0.594
C -3.877 -0.509 1.595
C -2.579 -0.056 1.224
C -1.605 0.304 2.291
H -1.627 0.846 -4.849
H -0.264 2.022 -4.490
H -1.531 1.864 -3.321
H 0.731 -0.187 -5.429
H 1.888 -2.295 -4.827
H 1.461 -3.327 -2.594
H 0.046 -2.106 -1.000
H -2.639 2.404 -0.099
H -3.117 4.593 -1.066
H -1.327 5.914 -2.195
H 0.949 4.957 -2.533
H 2.467 3.146 -1.564
H 1.937 2.627 -3.197
H 1.936 1.474 -1.771
H -2.776 -0.181 -2.174
H -5.153 -0.821 -1.525
H -5.812 -0.995 0.872
H -4.180 -0.564 2.658
H -1.815 -0.285 3.181
H -1.516 1.394 2.432
C 0.032 -2.109 4.185
C 1.434 -1.581 4.483
S 1.879 -0.033 3.639
C 3.567 -0.437 3.066
C 3.806 -1.469 1.983
S 2.376 -1.466 0.779
C 1.799 -3.246 0.851
C 0.905 -3.797 1.974
S -0.458 -2.627 2.475
H -0.813 -1.441 4.491
H -0.089 -2.996 4.818
H 2.165 -2.368 4.259
H 1.488 -1.229 5.530
H 4.199 -0.647 3.963
H 3.806 0.611 2.688
H 4.010 -2.503 2.363
H 4.758 -1.220 1.409
H 2.625 -3.929 0.716
H 1.221 -3.338 -0.110
H 1.425 -4.070 2.899
H 0.392 -4.704 1.610
F 0.663 2.962 1.882
B 0.920 1.782 1.330
F 2.254 1.772 0.888
*
```

The following is a quantum chemistry calculation of a structure of composition C27H32BN9OSr, from OMol25.

Calculated values
E_HOMO	-8.322	eV
HOMO-LUMO gap	8.9	eV
relative energy (zero: lowest compared OMol25 entry of this formula, charge and spin)	0.0	kcal per mole

```
! RIJCOSX wB97M-V def2-TZVPD def2/J DEFGRID3
* xyz 0 1
Sr -0.145 0.073 0.237
O -0.748 -2.904 2.300
C 0.055 -2.534 1.419
N -0.140 -2.414 0.116
C -1.480 -2.766 -0.299
C -1.870 -2.112 -1.604
C -2.795 -2.727 -2.445
C -3.179 -2.093 -3.610
C -2.634 -0.853 -3.919
C -1.734 -0.302 -3.030
N -1.359 -0.910 -1.900
C 1.429 -2.102 1.892
C 2.055 -2.823 2.903
C 3.296 -2.409 3.345
C 3.863 -1.264 2.794
C 3.156 -0.584 1.823
N 1.970 -0.995 1.367
H -2.230 -2.497 0.465
H -1.591 -3.849 -0.423
H -3.197 -3.696 -2.179
H -3.893 -2.562 -4.277
H -2.904 -0.325 -4.824
H -1.294 0.673 -3.211
H 1.550 -3.682 3.320
H 3.816 -2.961 4.117
H 4.827 -0.899 3.120
H 3.541 0.333 1.390
C 0.598 0.566 4.131
C 0.568 1.849 3.361
C 0.892 3.142 3.797
C 0.715 3.954 2.696
C 0.913 5.433 2.602
N 0.308 3.173 1.670
N 0.224 1.875 2.080
B -0.030 3.649 0.235
N 1.008 3.126 -0.802
N 1.210 1.805 -1.058
C 2.158 1.723 -1.983
C 2.622 0.394 -2.492
C 2.585 3.008 -2.344
C 1.830 3.871 -1.572
C 1.874 5.365 -1.555
N -1.474 3.251 -0.168
N -1.931 1.968 -0.174
C -3.206 2.013 -0.534
C -4.034 0.770 -0.628
C -3.589 3.338 -0.790
C -2.461 4.095 -0.544
C -2.307 5.578 -0.645
H 0.260 0.723 5.155
H 1.612 0.161 4.175
H -0.044 -0.189 3.675
H 1.201 3.450 4.783
H 1.260 5.807 3.564
H -0.014 5.947 2.346
H 1.654 5.693 1.846
H 0.034 4.843 0.226
H 2.094 -0.420 -1.993
H 3.691 0.262 -2.316
H 2.451 0.305 -3.565
H 3.338 3.278 -3.066
H 2.619 5.708 -2.271
H 2.141 5.748 -0.570
H 0.911 5.798 -1.826
H -3.584 -0.043 -0.056
H -4.134 0.438 -1.664
H -5.036 0.945 -0.235
H -4.558 3.701 -1.095
H -3.247 6.013 -0.980
H -1.528 5.854 -1.356
H -2.046 6.019 0.318
*
```

The following is a quantum chemistry calculation of a structure of composition C27H32Cl2LuN2O4 at a distorted geometry, from OMol25.

Calculated values
E_HOMO (alpha / beta)	-0.561 / -2.432	eV
HOMO-LUMO gap (alpha / beta)	2.9 / 4.8	eV
relative energy (zero: lowest compared OMol25 entry of this formula, charge and spin)	1.6	kcal per mole

```
! RIJCOSX wB97M-V def2-TZVPD def2/J DEFGRID3
* xyz -1 1
Lu 0.778 -0.597 0.768
Cl 2.989 -1.298 1.560
N -1.432 -0.194 1.781
N 1.589 -0.772 -1.496
C -1.939 -1.144 2.550
C 1.864 -1.961 -1.975
C -2.453 0.902 1.770
C -3.242 0.609 3.045
C -3.347 0.741 0.550
C -1.837 2.284 1.809
H -3.794 -0.263 0.518
H -2.767 0.901 -0.366
H -4.154 1.483 0.595
H -1.115 2.349 2.629
H -2.633 3.022 1.982
H -1.342 2.522 0.865
C 2.036 0.229 -2.513
C 2.486 -0.642 -3.685
C 3.200 1.032 -1.955
C 0.877 1.121 -2.913
H 0.024 0.499 -3.209
H 1.174 1.756 -3.757
H 0.582 1.751 -2.069
H 3.972 0.349 -1.579
H 2.856 1.664 -1.132
H 3.622 1.665 -2.744
O 2.346 -2.017 -3.207
H 3.539 -0.509 -3.965
H 1.855 -0.548 -4.577
O -2.983 -0.811 3.293
H -4.329 0.734 2.968
H -2.858 1.167 3.910
C -1.490 -2.565 2.557
C 1.636 -3.239 -1.238
C 0.224 -3.206 -0.753
H 2.345 -3.231 -0.394
H 1.867 -4.077 -1.903
C -0.061 -2.620 0.505
C -1.305 -2.910 1.111
H 0.906 -2.255 1.256
C -2.353 -3.399 0.335
C -2.108 -3.726 -1.002
C -3.731 -3.573 0.912
C -0.819 -3.694 -1.535
H -2.933 -4.083 -1.621
C -0.561 -4.203 -2.926
H -1.500 -4.520 -3.389
H 0.116 -5.068 -2.914
H -0.106 -3.442 -3.575
H -3.715 -4.199 1.812
H -4.381 -4.056 0.176
H -4.199 -2.616 1.185
H -2.226 -3.183 3.081
H -0.538 -2.598 3.115
Cl 3.343 7.691 1.131
C 2.748 6.084 1.134
C 2.274 5.523 -0.065
C 1.781 4.217 -0.057
C 1.787 3.473 1.129
C 2.268 4.028 2.321
C 2.738 5.346 2.329
C 1.283 2.067 1.127
O 1.376 1.308 2.144
O 0.728 1.609 0.040
H 2.292 6.104 -0.980
H 1.388 3.764 -0.966
H 2.266 3.422 3.221
H 3.097 5.802 3.245
*
```

The following is a quantum chemistry calculation of a structure of composition C27H32FeN7S, from OMol25.

Calculated values
E_HOMO (alpha / beta)	-14.229 / -14.187	eV
HOMO-LUMO gap (alpha / beta)	7.7 / 5.2	eV
relative energy (zero: lowest compared OMol25 entry of this formula, charge and spin)	8.5	kcal per mole
<S²>	8.804

```
! RIJCOSX wB97M-V def2-TZVPD def2/J DEFGRID3
* xyz 2 6
Fe -0.136 -0.489 -0.563
C 3.804 -2.018 -0.494
C 4.589 -1.018 0.076
C 4.062 0.248 0.190
C 2.753 0.497 -0.219
N 1.972 -0.480 -0.719
C 2.523 -1.702 -0.870
N 2.361 1.837 -0.170
C 1.181 2.273 -0.272
N -0.033 1.525 -0.316
C -1.015 2.389 -0.488
N -2.342 2.113 -0.559
C -2.864 0.923 -0.816
C -4.275 0.849 -0.677
C -4.949 -0.316 -1.002
C -4.211 -1.370 -1.498
C -2.812 -1.241 -1.599
N -2.135 -0.160 -1.259
C -0.549 3.765 -0.526
C -1.225 4.967 -0.673
C -0.448 6.119 -0.678
C 0.938 6.056 -0.542
C 1.610 4.843 -0.393
C 0.836 3.704 -0.386
H 4.179 -3.017 -0.657
H 5.602 -1.219 0.394
H 4.639 1.078 0.568
H 1.897 -2.455 -1.331
H -4.788 1.734 -0.332
H -6.022 -0.384 -0.888
H -4.673 -2.297 -1.804
H -2.234 -2.076 -1.972
H -2.300 5.005 -0.774
H -0.922 7.084 -0.789
H 1.504 6.978 -0.551
H 2.684 4.797 -0.283
C 0.621 -9.279 2.444
C 1.524 -8.094 2.138
C 0.742 -6.789 2.023
C 1.653 -5.619 1.673
N 0.952 -4.336 1.608
C 0.314 -3.826 0.561
S -0.526 -2.335 0.874
N 0.347 -4.471 -0.602
C -0.344 -4.107 -1.835
C -1.723 -4.747 -1.996
C -1.712 -6.215 -2.423
C -1.224 -7.201 -1.368
H 1.197 -10.198 2.536
H -0.116 -9.429 1.653
H 0.081 -9.131 3.379
H 2.068 -8.274 1.205
H 2.280 -7.991 2.920
H 0.231 -6.571 2.964
H -0.040 -6.892 1.265
H 2.174 -5.784 0.725
H 2.437 -5.507 2.422
H 0.849 -3.809 2.463
H 0.790 -5.378 -0.597
H 0.303 -4.399 -2.664
H -0.413 -3.016 -1.854
H -2.256 -4.181 -2.766
H -2.277 -4.623 -1.059
H -1.109 -6.314 -3.330
H -2.728 -6.484 -2.714
H -0.138 -7.178 -1.241
H -1.470 -8.222 -1.655
H -1.687 -7.010 -0.398
*
```

The following is a quantum chemistry calculation of a structure of composition C27H32Ge2N2O2STc, from OMol25.

Calculated values
E_HOMO (alpha / beta)	-14.779 / -14.919	eV
HOMO-LUMO gap (alpha / beta)	7.3 / 7.4	eV
relative energy (zero: lowest compared OMol25 entry of this formula, charge and spin)	0.0	kcal per mole
<S²>	2.035

```
! RIJCOSX wB97M-V def2-TZVPD def2/J DEFGRID3
* xyz 3 3
Tc 3.459 1.432 -1.805
C 5.020 1.586 1.001
C 4.060 2.725 0.867
C 3.993 3.691 1.885
C 3.103 4.721 1.799
C 2.229 4.799 0.696
C 1.259 5.819 0.562
C 0.417 5.837 -0.513
C 0.509 4.834 -1.495
C 1.454 3.848 -1.390
S 1.597 2.582 -2.620
C 2.339 3.807 -0.296
N 3.278 2.793 -0.214
H 5.318 1.467 2.040
H 5.920 1.765 0.412
H 4.580 0.647 0.664
H 4.660 3.597 2.730
H 3.051 5.474 2.575
H 1.198 6.583 1.327
H -0.323 6.618 -0.617
H -0.166 4.842 -2.341
C -8.744 -3.976 3.287
Ge -8.112 -5.473 4.291
C -7.867 -7.175 3.457
C -7.771 -5.300 6.164
Ge 1.179 0.613 -1.388
C 0.295 1.083 0.252
C 0.984 1.107 1.464
C 0.351 1.543 2.618
C -0.968 1.975 2.560
C -1.661 1.953 1.358
C -1.036 1.501 0.205
C 0.307 -0.644 -2.538
C 0.621 -0.701 -3.897
C -0.040 -1.595 -4.723
C -1.002 -2.447 -4.192
C -1.310 -2.401 -2.840
C -0.660 -1.499 -2.010
H -9.825 -3.915 3.458
H -8.574 -4.105 2.221
H -8.303 -3.049 3.649
H -8.352 -7.948 4.057
H -6.798 -7.405 3.440
H -8.256 -7.185 2.442
H -8.392 -6.021 6.702
H -7.976 -4.295 6.521
H -6.730 -5.563 6.367
H 2.016 0.777 1.517
H 0.883 1.549 3.560
H -1.459 2.327 3.458
H -2.689 2.289 1.317
H -1.586 1.485 -0.730
H 1.367 -0.035 -4.316
H 0.184 -1.626 -5.781
H -1.517 -3.144 -4.838
H -2.061 -3.065 -2.433
H -0.912 -1.458 -0.956
N 5.766 -1.273 -4.920
C 6.298 -0.851 -3.579
C 5.228 -0.039 -2.876
O 5.456 0.463 -1.757
O 4.108 0.119 -3.452
H 5.769 -2.287 -5.042
H 6.294 -0.867 -5.694
H 4.790 -0.933 -4.973
H 7.197 -0.252 -3.708
H 6.549 -1.729 -2.987
*
```

The following is a quantum chemistry calculation of a structure of composition C27H32N6O2Os, from OMol25.

Calculated values
E_HOMO	-19.457	eV
HOMO-LUMO gap	6.6	eV
relative energy (zero: lowest compared OMol25 entry of this formula, charge and spin)	0.3	kcal per mole

```
! RIJCOSX wB97M-V def2-TZVPD def2/J DEFGRID3
* xyz 4 1
Os 0.822 -0.674 0.456
C 3.938 4.139 -3.749
C 3.046 3.275 -2.911
C 1.666 3.433 -2.896
C 0.824 2.661 -2.084
C -0.601 2.965 -2.291
N -1.478 3.386 -1.455
C -1.322 3.751 -0.035
C -2.494 3.234 0.797
C -2.388 1.726 0.970
N -3.480 1.177 1.783
C -3.900 -0.050 1.840
C -3.410 -1.240 1.197
C -4.363 -2.253 1.031
C -4.130 -3.465 0.357
C -5.216 -4.492 0.214
C -2.865 -3.649 -0.135
C -1.811 -2.694 0.051
C -0.567 -3.018 -0.480
N 0.593 -2.323 -0.471
C 1.675 -2.830 -1.379
C 3.000 -3.112 -0.696
C 3.519 -1.951 0.170
N 2.796 -0.703 -0.144
C 3.375 0.204 -0.836
C 2.734 1.379 -1.389
C 3.546 2.215 -2.164
C 1.357 1.630 -1.301
O 0.490 0.902 -0.521
C -2.068 -1.479 0.765
O -1.132 -0.670 1.088
H 3.440 5.059 -4.045
H 4.233 3.608 -4.656
H 4.848 4.398 -3.209
H 1.225 4.194 -3.532
H -0.949 2.912 -3.321
H -2.388 3.618 -1.853
H -1.287 4.842 -0.006
H -0.365 3.365 0.312
H -3.442 3.530 0.340
H -2.447 3.734 1.767
H -1.446 1.488 1.456
H -2.406 1.211 0.009
H -4.013 1.847 2.331
H -4.799 -0.178 2.437
H -5.360 -2.084 1.430
H -6.189 -4.023 0.079
H -5.267 -5.115 1.109
H -5.032 -5.144 -0.638
H -2.636 -4.562 -0.676
H -0.513 -3.971 -0.999
H 1.791 -2.080 -2.162
H 1.313 -3.736 -1.863
H 3.710 -3.326 -1.496
H 2.939 -4.014 -0.087
H 4.591 -1.807 0.035
H 3.344 -2.178 1.220
H 4.427 0.070 -1.085
H 4.609 2.001 -2.208
N 2.573 -0.369 4.178
C 1.303 -0.722 4.590
C 0.571 -0.869 3.466
N 1.404 -0.626 2.365
C 2.620 -0.323 2.862
H 3.357 -0.176 4.793
H 1.048 -0.839 5.630
H -0.458 -1.148 3.352
H 3.494 -0.058 2.293
*
```

The following is a quantum chemistry calculation of the ion C27H32NO4 with charge +1 at a distorted geometry, from OMol25.

Calculated values
E_HOMO	-10.291	eV
HOMO-LUMO gap	8.0	eV
relative energy (zero: lowest compared OMol25 entry of this formula, charge and spin)	0.0	kcal per mole

```
! RIJCOSX wB97M-V def2-TZVPD def2/J DEFGRID3
* xyz 1 1
C 6.489 -2.624 3.181
O 5.205 -3.180 3.560
C 4.082 -2.413 3.475
C 2.851 -3.068 3.702
C 1.655 -2.412 3.472
C 1.635 -1.068 3.059
C 0.350 -0.370 2.801
C -0.752 -1.024 2.261
C -2.198 -0.607 2.287
C -3.152 -1.699 2.781
C -4.296 -1.334 3.501
C -5.284 -2.285 3.763
C -5.083 -3.618 3.391
C -3.898 -4.000 2.762
C -2.924 -3.039 2.459
C 0.327 1.082 3.090
C 1.089 1.729 4.105
C 0.989 3.092 4.314
C 0.116 3.870 3.517
O 0.038 5.197 3.790
C -0.895 5.982 3.016
C -0.602 3.258 2.472
C -0.450 1.898 2.262
C 2.877 -0.403 2.914
C 4.088 -1.052 3.088
H 7.203 -3.425 3.386
H 6.510 -2.373 2.111
H 6.730 -1.737 3.785
H 2.885 -4.108 4.011
H 0.712 -2.924 3.669
H -0.573 -2.013 1.829
H -2.323 0.265 2.947
H -4.416 -0.296 3.820
H -6.205 -1.969 4.247
H -5.838 -4.373 3.609
H -3.705 -5.034 2.486
H -2.001 -3.336 1.954
H 1.770 1.150 4.734
H 1.568 3.598 5.080
H -0.791 6.983 3.433
H -0.627 5.979 1.949
H -1.927 5.618 3.138
H -1.251 3.830 1.808
H -0.935 1.446 1.393
H 2.904 0.655 2.657
H 5.022 -0.529 2.887
O -3.235 2.467 0.927
C -4.287 1.681 1.512
C -4.153 0.296 0.912
N -2.698 -0.208 0.943
C -2.563 -1.300 -0.150
C -1.677 -0.812 -1.271
O -2.256 0.420 -1.740
H -3.475 3.406 0.964
H -4.212 1.682 2.616
H -5.251 2.128 1.210
H -4.824 -0.437 1.384
H -4.367 0.355 -0.168
H -2.195 0.610 0.583
H -2.226 -2.258 0.260
H -3.590 -1.425 -0.521
H -0.647 -0.659 -0.906
H -1.669 -1.559 -2.085
H -1.798 0.697 -2.553
*
```